DFT (ωB97M-V/def2-TZVPD) results for the ion C3H10N2O2 with charge +2 in a non-equilibrium geometry.

```
17
Properties=species:S:1:pos:R:3:forces:R:3:lowdin_charge:R:1
O 1.71220 -1.60006 0.23248 0.6441 -0.3111 0.1328 0.1730
O -0.96840 -1.60307 -0.23416 -0.0269 -0.3166 0.2211 0.0533
N -1.97512 0.42968 0.44790 -0.1780 0.0625 0.1975 0.2608
N 2.90539 0.43075 0.09143 -2.1265 -1.6371 -0.2522 0.3014
C 0.38799 0.35086 -0.32658 -0.2990 -0.2175 0.0406 0.0322
C 1.47010 -0.35700 -0.02388 1.6044 1.5789 0.1443 -0.2475
C -0.98084 -0.26646 -0.51938 0.3115 0.4230 -0.3859 -0.3157
H -1.91122 -0.01151 1.38237 0.0432 0.1932 -0.3205 0.1927
H -1.77442 1.43773 0.54796 -0.1688 -0.3425 -0.0171 0.1826
H 3.32096 0.17641 0.99954 -0.0633 0.1955 -0.1583 0.1836
H -1.33951 -0.03281 -1.53228 -0.0810 -0.0559 0.2600 0.1835
H 3.51705 0.05654 -0.64845 -0.0644 0.1583 0.1200 0.1848
H 0.45370 1.40316 -0.54592 0.1867 0.1625 -0.0130 0.1330
H -1.67124 -2.11046 -0.66753 0.0511 0.0675 -0.1031 0.1612
H 2.81239 1.44794 -0.00598 0.0245 -0.2237 0.0743 0.1748
H -2.95163 0.32976 0.12613 0.2901 0.0521 0.0996 0.1895
H 0.95127 -2.19953 0.12504 -0.1476 0.2109 -0.0401 0.1566
```
Positions in Å, forces in eV/Å.

The SMILES is [NH3+]/C(O)=C/[C@H]([NH3+])O. The calculation puts the HOMO-LUMO gap at 0.4160 hartree. Its total charge is +2. The multiplicity is 1. For the energy above the lowest of the compared OMol25 structures with the same formula, charge and spin, the calculation gives 0.0 kJ/mol.